1.
{"formula": "C54H85Br4ClNO28S", "method": "the ωB97M-V functional and the def2-TZVPD basis", "symbols": ["C", "O", "C", "C", "C", "C", "C", "C", "C", "O", "C", "C", "C", "C", "C", "O", "C", "O", "O", "C", "C", "Br", "C", "C", "Br", "S", "C", "O", "O", "C", "C", "C", "C", "Cl", "N", "C", "Br", "C", "C", "Br", "H", "H", "H", "H", "H", "H", "H", "H", "H", "H", "H", "H", "H", "H", "H", "H", "H", "H", "H", "H", "H", "H", "H", "H", "H", "H", "H", "H", "H", "H", "H", "H", "H", "H", "H", "H", "H", "H", "H", "H", "H", "H", "H", "C", "C", "C", "O", "C", "O", "O", "H", "H", "H", "H", "H", "H", "C", "C", "C", "O", "C", "O", "O", "H", "H", "H", "H", "H", "H", "C", "C", "C", "O", "C", "O", "O", "H", "H", "H", "H", "H", "H", "C", "C", "C", "O", "C", "O", "O", "H", "H", "H", "H", "H", "H", "C", "C", "C", "O", "C", "O", "O", "H", "H", "H", "H", "H", "H", "C", "C", "C", "O", "C", "O", "O", "H", "H", "H", "H", "H", "H", "C", "C", "C", "O", "C", "O", "O", "H", "H", "H", "H", "H", "H"], "positions_angstrom": [[7.5458, 2.9987, 2.6932], [6.8274, 2.3874, 1.6332], [5.4613, 2.5895, 1.8474], [4.6259, 2.1565, 0.6299], [3.2299, 1.7313, 1.1072], [2.8051, 0.2725, 1.3238], [1.3439, 0.4712, 1.8392], [1.3295, 0.9429, 3.2819], [0.1133, 1.6483, 3.7082], [0.4252, 0.3290, 4.1217], [3.6422, -0.5828, 2.2544], [5.1506, -0.7242, 1.9554], [5.9951, -0.4703, 3.2314], [7.3320, -1.2187, 3.1631], [8.1890, -0.7214, 2.0045], [8.0119, -1.6206, 0.8748], [8.6670, -1.1291, -0.2187], [8.2963, -0.1623, -0.8557], [3.1393, -1.8837, 2.5349], [2.4176, -2.6406, 1.6098], [3.1556, -4.0462, 1.5544], [3.8031, -4.4373, 3.3777], [4.4266, -4.1491, 0.6308], [4.2163, -5.2917, -0.3808], [6.1133, -4.6614, 1.5069], [0.8427, -3.0391, 2.6615], [-0.7289, -2.5438, 1.9623], [0.7147, -4.4599, 2.8809], [0.9622, -2.3854, 3.9284], [2.0922, -1.9429, 0.2431], [2.1306, -2.7605, -1.0596], [0.8544, -3.5472, -1.3713], [-0.3198, -2.6030, -1.6939], [0.4132, -4.8586, -0.2667], [2.5766, -0.5114, 0.0083], [3.5009, -0.2600, -1.0971], [5.1227, -1.2144, -1.3111], [3.1602, 0.6454, -2.0268], [1.9030, 1.4730, -2.0429], [4.2578, 1.0773, -3.5019], [7.5355, 4.0843, 2.5831], [8.5713, 2.6454, 2.7318], [7.0843, 2.7924, 3.6632], [5.0784, 2.0615, 2.7295], [5.2472, 3.6492, 2.0208], [5.1806, 1.4689, -0.0020], [4.5073, 3.0654, 0.0408], [2.4978, 2.1492, 0.4208], [3.0555, 2.3010, 2.0169], [0.8258, 1.2275, 1.2557], [0.7531, -0.4402, 1.9006], [2.2570, 1.2978, 3.6945], [0.3232, 2.4004, 4.4526], [-0.7065, 1.6929, 3.0097], [3.6506, -0.0659, 3.2095], [5.5384, -0.0610, 1.1894], [5.4187, -1.7341, 1.6583], [5.4319, -0.8910, 4.0660], [6.2418, 0.5776, 3.3528], [7.1986, -2.2959, 3.1487], [7.8579, -0.9687, 4.0861], [7.8241, 0.2600, 1.7018], [9.2352, -0.6088, 2.2889], [9.5593, -1.7091, -0.5007], [2.5239, -4.8751, 1.2785], [4.6920, -3.2654, 0.0698], [4.8115, -5.1557, -1.2768], [3.1666, -5.2731, -0.6858], [4.3635, -6.2578, 0.0865], [-0.9664, -1.5283, 2.2727], [-1.4898, -3.2005, 2.3655], [-0.8032, -2.5676, 0.8806], [1.0172, -1.7967, 0.3244], [2.1238, -2.0893, -1.9202], [3.0207, -3.3607, -1.1928], [1.0945, -4.0320, -2.3129], [-0.5644, -2.6105, -2.7481], [-0.0691, -1.6038, -1.3414], [-1.1891, -2.9674, -1.1578], [1.7307, -0.0567, -0.3395], [1.6021, 1.6140, -3.0768], [2.1366, 2.4734, -1.6887], [1.0365, 1.0449, -1.5367], [8.5485, 5.2738, -1.7513], [7.7142, 6.3725, -1.1413], [8.5045, 7.5494, -0.6217], [7.6443, 8.0527, 0.4103], [6.9157, 7.0097, 0.8719], [6.2472, 7.0284, 1.8516], [7.0540, 5.9296, 0.0594], [7.9113, 4.4814, -2.1439], [9.1588, 5.6619, -2.5666], [9.1980, 4.8204, -1.0019], [6.9422, 6.6965, -1.8447], [8.6861, 8.3094, -1.3773], [9.4537, 7.2556, -0.1677], [1.0201, 1.0806, 8.2992], [2.3937, 1.0381, 7.6808], [3.4698, 1.7466, 8.4686], [4.4005, 2.1123, 7.4333], [3.6949, 2.2498, 6.2928], [4.1159, 2.7214, 5.2822], [2.4393, 1.7716, 6.4401], [0.3137, 0.5119, 7.6949], [1.0371, 0.6564, 9.3027], [0.6499, 2.1053, 8.3499], [2.6785, 0.0047, 7.4666], [3.9477, 1.1095, 9.2078], [3.1138, 2.6588, 8.9521], [-3.9756, -0.8599, -3.9626], [-4.0219, 0.0848, -2.7889], [-3.4629, 1.4546, -3.0694], [-3.0264, 1.8672, -1.7582], [-2.7330, 0.7490, -1.0624], [-2.1580, 0.7311, -0.0171], [-3.1644, -0.3551, -1.7135], [-4.4349, -1.8143, -3.7049], [-4.5094, -0.4389, -4.8135], [-2.9437, -1.0676, -4.2516], [-5.0359, 0.1431, -2.3946], [-4.2019, 2.1422, -3.4705], [-2.5927, 1.4301, -3.7300], [-10.1421, 0.3290, -3.0763], [-8.7934, 0.3098, -3.7493], [-7.6687, 0.8764, -2.9228], [-6.7554, 1.3303, -3.9389], [-7.5038, 1.6374, -5.0379], [-7.0807, 2.2235, -5.9807], [-8.7633, 1.1876, -4.9004], [-10.8909, -0.1410, -3.7133], [-10.1066, -0.2105, -2.1285], [-10.4731, 1.3521, -2.8915], [-8.5541, -0.7052, -4.0867], [-7.2023, 0.1280, -2.2851], [-7.9632, 1.7368, -2.3158], [-2.9990, -6.7504, 3.2937], [-4.0682, -5.8115, 2.7939], [-4.6264, -4.8730, 3.8372], [-5.9399, -4.6097, 3.3263], [-6.3132, -5.6903, 2.5937], [-7.4098, -5.8809, 2.1859], [-5.2552, -6.5160, 2.3901], [-2.6144, -7.3564, 2.4737], [-2.1689, -6.1918, 3.7282], [-3.3927, -7.4429, 4.0378], [-3.7021, -5.2569, 1.9233], [-4.0593, -3.9495, 3.9306], [-4.7208, -5.3399, 4.8200], [-6.4845, 4.5217, -7.6859], [-5.8925, 5.7942, -8.2385], [-6.5674, 7.0606, -7.7702], [-6.2986, 7.9610, -8.8520], [-6.1618, 7.2107, -9.9775], [-6.1238, 7.6482, -11.0773], [-6.0760, 5.8924, -9.6622], [-5.9194, 3.6571, -8.0289], [-6.4730, 4.5272, -6.5988], [-7.5100, 4.3879, -8.0298], [-4.8167, 5.8284, -8.0402], [-6.1564, 7.4449, -6.8396], [-7.6500, 6.9507, -7.6706], [-11.6729, -4.6276, -1.4844], [-10.3168, -4.6042, -2.1420], [-9.2123, -4.0257, -1.2919], [-8.3020, -3.5293, -2.2907], [-9.0364, -3.2306, -3.3880], [-8.6232, -2.6184, -4.3242], [-10.2904, -3.7095, -3.2759], [-12.4061, -5.0987, -2.1377], [-11.6358, -5.1843, -0.5485], [-12.0243, -3.6145, -1.2851], [-10.0531, -5.6016, -2.5021], [-8.7268, -4.7632, -0.6581], [-9.5451, -3.1847, -0.6790]], "forces_ev_per_a": [[0.0, 0.3, 0.3], [0.1, -0.2, 0.3], [-0.7, 0.0, -0.5], [0.4, 0.6, 0.4], [0.8, 0.1, -1.1], [-1.3, 0.0, 0.6], [0.7, -0.7, 1.1], [-0.3, 1.0, -1.1], [0.9, 0.0, 0.1], [-0.4, -0.7, 0.9], [1.4, 0.3, -0.1], [0.8, 0.4, 0.5], [0.0, -1.3, -0.6], [0.2, 0.8, 0.3], [-0.9, 0.1, 0.3], [0.9, 0.4, -0.3], [-0.7, 1.1, -0.9], [0.5, -1.4, 1.0], [-0.7, 0.6, -0.8], [1.5, -0.4, 0.4], [1.6, 0.4, 0.5], [-1.3, -0.1, 0.3], [0.1, -1.2, -0.4], [-1.0, 0.5, 0.1], [0.5, 0.5, -0.7], [-1.5, -1.9, 2.5], [-0.1, 1.1, -0.7], [0.2, -0.5, -1.6], [0.5, 1.6, -0.4], [-1.4, -0.9, -0.2], [0.1, -0.2, 0.0], [0.2, 0.3, -1.3], [0.1, -0.6, 0.9], [0.0, 0.0, 0.2], [0.4, 0.4, -0.1], [0.9, 0.1, -1.2], [-0.5, 0.2, 0.3], [-0.3, 0.0, 0.2], [0.2, 0.0, -0.5], [0.0, -0.2, 0.4], [0.1, 0.1, -0.1], [0.1, -0.1, -0.3], [-0.1, -0.2, 0.0], [0.4, -0.1, 0.2], [0.1, 0.1, 0.1], [-0.1, -0.2, 0.1], [-0.1, -0.1, -0.3], [-0.1, -0.1, -0.1], [-0.2, -0.3, 0.3], [0.0, -0.2, -0.5], [0.0, 0.0, -0.4], [0.3, -0.1, 0.4], [-0.7, 0.3, 0.2], [-0.3, 0.4, 0.0], [-0.5, 0.0, 0.2], [-0.2, 0.0, -0.1], [-0.4, -0.2, -0.3], [0.0, 0.4, 0.3], [-0.4, 0.2, 0.3], [0.0, -0.1, -0.2], [0.1, -0.2, 0.1], [0.1, 0.1, -0.1], [0.2, -0.4, -0.2], [-0.1, -0.1, 0.1], [-0.4, 0.2, 0.2], [-0.2, 0.3, 0.4], [0.4, -0.2, 0.0], [0.0, -0.1, -0.2], [0.3, -0.1, 0.0], [0.1, 0.1, 0.2], [0.3, -0.4, 0.2], [0.1, -0.2, -0.1], [0.0, 0.4, 0.2], [0.3, 0.4, 0.1], [0.0, 0.0, 0.2], [0.1, -0.4, 0.0], [0.1, 0.2, -0.2], [-0.4, 0.3, -0.2], [-0.3, 0.3, 0.0], [-0.1, 0.0, 0.0], [-0.1, -0.1, -0.1], [-0.2, 0.1, 0.3], [0.0, 0.1, 0.3], [-0.2, -0.3, 0.2], [0.4, -0.3, -0.2], [0.0, 0.2, -0.1], [0.1, -0.1, 0.0], [0.0, 0.0, 0.0], [-0.1, 0.0, 0.1], [-0.1, 0.2, -0.1], [0.0, 0.0, 0.0], [0.0, 0.0, 0.0], [0.1, 0.1, 0.0], [0.0, 0.1, 0.0], [-0.1, 0.1, 0.1], [0.0, -0.1, -0.1], [-0.2, 0.1, -0.3], [-0.4, 0.0, 0.4], [0.2, -0.1, 0.1], [-0.1, 0.1, 0.0], [0.0, 0.0, 0.0], [0.1, -0.1, -0.2], [0.1, 0.0, -0.1], [0.0, -0.1, 0.0], [0.1, 0.0, 0.0], [0.1, 0.0, 0.1], [0.1, 0.0, 0.0], [0.2, 0.0, -0.1], [-0.1, 0.0, 0.0], [0.1, -0.4, 0.2], [-0.1, -0.2, -0.7], [-0.2, 0.2, 0.0], [0.1, -0.2, 0.0], [-0.1, 0.0, -0.2], [0.3, -0.1, 0.1], [0.1, 0.2, 0.2], [-0.1, 0.0, 0.0], [0.0, 0.1, 0.0], [0.0, 0.1, 0.0], [0.0, 0.1, 0.1], [0.0, 0.1, 0.2], [0.0, -0.1, 0.0], [-0.2, 0.2, -0.3], [-0.3, -0.2, 0.2], [0.1, 0.0, 0.0], [-0.1, 0.0, 0.2], [-0.2, -0.1, -0.1], [0.1, 0.0, 0.0], [0.3, 0.0, 0.1], [0.0, -0.1, 0.0], [0.1, 0.0, 0.0], [0.1, 0.0, 0.1], [0.0, 0.5, 0.0], [0.1, 0.0, -0.1], [-0.1, 0.0, 0.0], [-0.1, -0.3, -0.2], [0.4, -0.2, 0.3], [0.0, 0.2, 0.0], [0.0, -0.1, 0.0], [0.2, 0.0, 0.0], [-0.2, 0.0, -0.1], [-0.1, 0.2, 0.0], [0.1, 0.1, 0.0], [0.0, 0.0, 0.0], [-0.1, 0.1, 0.1], [-0.1, 0.1, 0.0], [-0.2, 0.1, 0.0], [0.1, -0.1, 0.0], [0.1, 0.0, -0.5], [-0.3, -0.4, 0.2], [0.1, 0.2, 0.1], [-0.1, -0.1, 0.0], [0.0, -0.1, 0.0], [0.0, 0.1, -0.1], [0.1, 0.2, 0.1], [0.0, 0.0, 0.1], [0.0, 0.0, 0.0], [0.0, 0.1, 0.1], [0.0, 0.1, 0.0], [0.1, 0.2, -0.1], [0.0, -0.1, 0.0], [-0.2, 0.2, -0.3], [-0.4, -0.1, 0.4], [0.2, -0.2, 0.1], [-0.1, 0.1, 0.0], [-0.1, -0.2, 0.0], [0.1, -0.3, 0.0], [0.2, 0.0, 0.0], [0.0, -0.1, 0.0], [0.1, 0.0, 0.0], [0.1, 0.0, 0.1], [0.1, 0.0, 0.0], [0.2, 0.0, -0.1], [-0.1, 0.0, 0.0]], "gap_ev": 8.61, "charge": 1}

=====

2.
{"formula": "C6H16FN2PTi", "method": "the ωB97M-V functional and the def2-TZVPD basis", "symbols": ["C", "C", "N", "P", "C", "C", "F", "C", "N", "C", "H", "H", "H", "H", "H", "H", "H", "H", "H", "H", "H", "H", "H", "H", "H", "H", "Ti"], "positions_angstrom": [[-0.2765, 1.3121, 1.8730], [-0.0610, 2.0244, 0.5142], [0.6464, 1.2725, -0.4173], [-0.2682, 0.1372, -1.4344], [-1.2602, -0.9217, -0.2913], [-2.5922, -0.3302, 0.1192], [-2.9146, -0.5676, 1.4257], [1.0818, -1.0384, -1.9570], [2.2679, -0.8858, -1.1701], [2.3074, -1.6099, 0.0895], [0.3702, 1.7433, 2.6227], [-1.3458, 1.3490, 2.2263], [-0.0867, 0.2502, 1.8128], [-1.0672, 2.4174, -0.0252], [0.4793, 2.9397, 0.7436], [1.1142, 1.8829, -1.0794], [-0.7301, -1.2992, 0.5782], [-1.4670, -1.7937, -0.9060], [-3.3932, -0.6427, -0.5380], [-2.5568, 0.7868, 0.0112], [1.2992, -0.8125, -2.9935], [0.6549, -2.0428, -1.9143], [3.0912, -1.0434, -1.7233], [1.5853, -2.4255, 0.1109], [2.0841, -0.9486, 0.9251], [3.2878, -2.0321, 0.2526], [-2.2503, 2.2785, 1.1448]], "forces_ev_per_a": [[-0.4, 0.1, -0.7], [1.4, 0.1, 0.7], [-1.0, -0.5, -0.4], [-0.2, 0.2, -0.3], [0.1, 0.0, 0.2], [0.5, -0.2, -0.2], [-0.1, 0.1, 0.4], [0.3, 0.2, 0.3], [0.1, 0.0, -0.1], [-0.3, 0.2, -0.1], [0.0, 0.3, 0.2], [0.9, -1.2, 1.6], [0.0, -0.2, 0.1], [0.8, 0.2, -1.0], [-0.1, 0.3, -0.2], [0.6, 0.0, 0.1], [0.1, 0.0, 0.2], [0.0, -0.2, -0.1], [-0.4, 0.1, 0.0], [-0.2, 0.2, -0.7], [0.0, 0.1, -0.2], [-0.2, -0.2, -0.1], [0.1, -0.1, -0.1], [-0.1, -0.3, 0.0], [0.0, 0.1, 0.2], [0.2, -0.1, 0.1], [-2.3, 0.7, 0.2]], "gap_ev": 4.62, "charge": 2}